ORCA calculation (ωB97M-V/def2-TZVPD) on a molecular structure, C34H37MoN5S.

Highest occupied orbital energy: -6.57 eV
Lowest unoccupied orbital energy: -0.43 eV
Energy relative to the best compared isomer or geometry (same formula, charge and spin): 14.0 kcal/mol
Gap between HOMO and LUMO: 6.142 eV
Multiplicity: 1

CARTESIAN COORDINATES (ANGSTROEM)
Mo 0.00985 -0.50347 -0.06059
C 0.39655 3.16903 2.47834
N -0.11379 1.81181 2.52805
C -1.52129 1.78170 2.88095
C 0.69419 0.87514 3.20796
C 1.63726 1.26129 4.15898
C 2.46202 0.33854 4.78005
C 2.36706 -1.00182 4.44561
C 1.42816 -1.40397 3.51228
C 0.56847 -0.49324 2.89224
N -0.35296 -0.94069 1.90077
C -1.14045 -2.02337 2.23381
C -1.41733 -2.44890 3.54970
C -2.18942 -3.56638 3.79350
C -2.73938 -4.29715 2.74735
C -2.54186 -3.85269 1.45154
C -1.76109 -2.73607 1.19831
N -1.67787 -2.14772 -0.14552
C -1.25932 -3.14992 -1.14034
C -3.03208 -1.63653 -0.45549
H 0.25970 3.71790 3.42344
H -0.13386 3.71205 1.69344
H 1.45691 3.15133 2.22719
H -1.69866 2.16167 3.89950
H -1.90590 0.76449 2.81538
H -2.07123 2.41188 2.17884
H 1.72564 2.30673 4.42667
H 3.16820 0.66911 5.53141
H 3.02650 -1.73175 4.89800
H 1.36980 -2.44410 3.21780
H -1.02036 -1.87999 4.37772
H -2.37344 -3.87211 4.81609
H -3.33515 -5.17981 2.93613
H -3.01394 -4.38501 0.63434
H -1.96225 -3.98739 -1.19132
H -0.27636 -3.53606 -0.87346
H -1.20511 -2.69418 -2.12496
H -3.73276 -2.46443 -0.59764
H -3.03175 -1.02705 -1.35615
H -3.37737 -1.03475 0.38259
C -1.38397 -0.23919 -3.19062
C 0.05410 -0.66057 -3.25827
C 0.60055 -0.83637 -4.53728
C 1.92845 -1.09008 -4.70874
C 2.74337 -1.18557 -3.56762
C 4.13678 -1.36250 -3.65694
C 4.90034 -1.44255 -2.52282
C 4.28804 -1.40963 -1.26636
C 2.91972 -1.26776 -1.14974
S 2.16616 -1.32292 0.42775
C 2.11319 -1.09066 -2.29706
N 0.77228 -0.81562 -2.13732
H -1.52914 0.63677 -3.82509
H -1.64755 0.03127 -2.17646
H -2.04070 -1.02772 -3.56489
H -0.05728 -0.72763 -5.38970
H 2.35736 -1.19221 -5.69783
H 4.59080 -1.42416 -4.63838
H 5.97479 -1.54813 -2.59770
H 4.86831 -1.50203 -0.35802
C 2.04721 2.49952 -1.08442
C 0.69936 3.05457 -1.45494
C 0.61393 4.27955 -2.09769
C -0.61203 4.83089 -2.43837
C -1.77461 4.15112 -2.11410
C -1.73900 2.92734 -1.46465
C -3.01928 2.21573 -1.11145
C -0.49109 2.34693 -1.13925
N -0.44121 1.11914 -0.55452
H 2.73757 3.30854 -0.84412
H 2.47940 1.93215 -1.91289
H 1.97131 1.82979 -0.22750
H 1.53054 4.81015 -2.33061
H -0.66058 5.79023 -2.93734
H -2.73381 4.58468 -2.37661
H -3.73469 2.90712 -0.66401
H -2.82431 1.40902 -0.40603
H -3.48965 1.78670 -2.00095


ORCA calculation (ωB97M-V/def2-TZVPD) on a molecular structure, C12H5Cl2F5GaNO4S6.

Highest occupied orbital energy: -2.04 eV
Lowest unoccupied orbital energy: 4.35 eV
Energy relative to the best compared isomer or geometry (same formula, charge and spin): 14.4 kcal/mol
Total charge: -2
Gap between HOMO and LUMO: 6.389 eV
Multiplicity: 1

CARTESIAN COORDINATES (ANGSTROEM)
Ga -0.76998 0.50383 0.21113
O -7.56875 0.20850 -0.50916
C -6.36499 0.27039 -0.37807
S -5.51836 -0.03000 1.13469
C -3.88952 0.32157 0.56747
C -3.75825 0.64133 -0.73249
S -2.27668 1.06524 -1.54014
S -5.24492 0.66260 -1.68048
S -2.62291 0.25942 1.74758
F 8.91561 0.59187 -0.68310
C 7.60329 0.42382 -0.41840
C 7.02201 -0.83036 -0.49067
F 7.78302 -1.88617 -0.83660
C 5.67767 -0.99004 -0.22890
F 5.17717 -2.23147 -0.31005
C 4.82735 0.07677 0.12591
S 3.17098 -0.16202 0.47760
C 5.46435 1.32995 0.18500
F 4.75459 2.41334 0.52244
C 6.80864 1.50196 -0.07208
F 7.36755 2.72443 0.01444
Cl 0.32306 0.32482 3.22677
C -0.32875 -1.12623 3.99913
Cl 0.00198 -1.16640 5.74069
H 0.13677 -1.98282 3.53171
H -1.40205 -1.12746 3.85130
O 0.99793 1.02716 -1.53172
S 1.50826 1.80619 -0.37639
N 0.45831 1.92951 0.69990
C 1.15041 -2.99689 -1.09586
O 0.38816 -1.79332 -1.01178
C -0.00349 -1.42035 0.21888
O 0.16684 -2.14898 1.17506
H 1.31864 -3.17904 -2.15458
H 0.61517 -3.82984 -0.63601
H 2.09969 -2.85678 -0.57659


ORCA calculation (ωB97M-V/def2-TZVPD) on 2 unconnected molecules or ions with the total composition H2N4O2.

Highest occupied orbital energy (alpha / beta): -8.64 / -8.98 eV
Lowest unoccupied orbital energy (alpha / beta): -0.60 / -0.76 eV
Energy relative to the best compared isomer or geometry (same formula, charge and spin): 183.0 kcal/mol
Gap between HOMO and LUMO (alpha / beta): 8.036 / 8.216 eV
Multiplicity: 1

CARTESIAN COORDINATES (ANGSTROEM)
N -1.00072 1.59471 0.33334
N -0.10773 0.85877 0.06481
N 0.79279 0.51889 -0.64304
N 1.62082 -0.25821 -0.95358
O 0.24279 -1.65863 -0.42509
O -0.96120 -1.14586 -0.21490
H -1.32371 1.59863 1.39589
H 0.73697 -1.50830 0.44257


ORCA calculation (ωB97M-V/def2-TZVPD) on 8 unconnected molecules or ions with the total composition C39H50N2O24.

Highest occupied orbital energy: -8.27 eV
Lowest unoccupied orbital energy: -0.97 eV
Gap between HOMO and LUMO: 7.299 eV
Multiplicity: 1
SMILES: CNCc1cc2c(cc1CCCCNC(C)=O)C(=O)C=CC2=O.O=C1OCCO1.O=C1OCCO1.O=C1OCCO1.O=C1OCCO1.O=C1OCCO1.O=C1OCCO1.O=C1OCCO1

CARTESIAN COORDINATES (ANGSTROEM)
C -5.52038 3.90887 2.63365
N -4.04020 3.80412 2.80852
C -3.61610 2.49990 3.40406
C -3.06068 1.44026 2.29862
C -4.17132 0.86890 1.33459
C -3.86570 -0.17514 0.22876
C -2.35067 -0.61002 0.09701
C -1.24336 -0.05246 1.04504
C -1.53727 0.97771 2.20262
C -0.40929 1.51590 3.20259
C 0.78697 2.33017 2.50380
C 1.96336 1.30689 2.03960
C 2.52473 1.78017 0.60193
N 1.68385 1.11885 -0.44012
C 0.95094 2.06584 -1.27764
C 1.05752 1.86908 -2.88560
O 0.20778 2.99888 -0.87228
C -2.05749 -1.68773 -1.05173
O -0.89933 -2.06483 -1.38952
C -3.27553 -2.40747 -1.82906
C -4.63884 -2.00848 -1.66572
C -5.01536 -0.78155 -0.71688
O -6.19444 -0.32990 -0.71089
H -6.12160 3.18341 3.28395
H -5.85085 3.77628 1.53986
H -5.84180 4.98137 2.93167
H -3.57828 3.98748 1.90617
H -2.85196 2.73921 4.22142
H -4.47864 1.94576 3.94032
H -5.26904 1.19167 1.44194
H -0.17828 -0.44591 0.84302
H 0.07548 0.57825 3.68157
H -0.79113 2.14617 4.07183
H 1.26668 2.97665 3.33961
H 0.46649 3.06189 1.68953
H 1.46880 0.28102 1.91762
H 2.76852 1.22997 2.85469
H 3.63583 1.45351 0.56645
H 2.50340 2.92042 0.58435
H 2.20617 0.42695 -0.99457
H 0.94257 0.74031 -3.06060
H 2.07444 2.28733 -3.18370
H 0.16400 2.41028 -3.33849
H -3.10373 -3.28026 -2.55938
H -5.50542 -2.53613 -2.20458
O -5.06727 -7.04743 -4.71102
C -4.01080 -6.91607 -4.16116
O -3.15925 -7.93917 -3.87708
C -1.93688 -7.35725 -3.43931
C -2.36291 -6.00899 -2.94492
O -3.50746 -5.72297 -3.73891
H -1.47744 -7.96166 -2.65806
H -1.25198 -7.29446 -4.28810
H -2.65808 -6.02265 -1.89128
H -1.59182 -5.24984 -3.08706
O -1.79809 2.43522 6.66719
C -1.26216 3.51189 6.67554
O -0.04340 3.76892 6.11992
C 0.13348 5.17892 6.13303
C -0.77079 5.62314 7.24013
O -1.78954 4.63334 7.23837
H 1.17733 5.43744 6.31740
H -0.16596 5.58145 5.16089
H -0.27394 5.61757 8.21474
H -1.19134 6.61405 7.06253
O 2.11915 -1.08710 4.62856
C 1.41029 -1.50437 5.50141
O 1.12674 -0.82675 6.64720
C 0.08980 -1.54139 7.30752
C 0.23931 -2.93047 6.76626
O 0.78838 -2.71321 5.47388
H 0.21776 -1.49929 8.39017
H -0.87173 -1.09057 7.04580
H 0.93918 -3.53490 7.35091
H -0.71389 -3.45700 6.70014
O 4.31495 1.95382 9.93416
C 4.45442 1.40476 8.87845
O 4.81592 2.03417 7.72586
C 5.09354 1.02299 6.76625
C 4.30551 -0.14597 7.27160
O 4.27055 0.07119 8.67594
H 4.78115 1.33682 5.76907
H 6.17048 0.83016 6.75686
H 3.28150 -0.15629 6.88997
H 4.78046 -1.10031 7.03793
O 4.09254 0.81501 -4.83929
C 3.55301 1.45655 -5.69637
O 2.20636 1.63448 -5.79001
C 1.98471 2.62641 -6.78475
C 3.22257 2.54534 -7.62358
O 4.20777 2.09996 -6.70094
H 1.08000 2.41009 -7.35429
H 1.87251 3.59880 -6.29596
H 3.13503 1.81079 -8.42916
H 3.49894 3.50891 -8.05183
O 1.94971 4.61265 -9.80558
C 2.49252 5.68159 -9.80868
O 3.71147 5.92260 -10.36323
C 3.89905 7.33124 -10.36445
C 2.99480 7.79298 -9.26241
O 1.96904 6.80983 -9.25684
H 4.94423 7.58414 -10.18031
H 3.60475 7.72612 -11.34113
H 3.48983 7.79326 -8.28683
H 2.58144 8.78503 -9.45009
O 0.17495 -9.15072 -3.80078
C -0.36682 -10.19749 -4.01944
O -1.09410 -10.89142 -3.10263
C -1.75169 -11.94125 -3.79893
C -0.88978 -12.13477 -5.00935
O -0.33347 -10.84401 -5.21591
H -1.81195 -12.83881 -3.18159
H -2.76465 -11.61636 -4.05341
H -0.07728 -12.84649 -4.83566
H -1.46149 -12.45575 -5.88135


ORCA calculation (ωB97M-V/def2-TZVPD) on a single C6H17N3 molecule.

Highest occupied orbital energy: -7.76 eV
Lowest unoccupied orbital energy: 0.91 eV
Energy relative to the best compared isomer or geometry (same formula, charge and spin): 50.7 kcal/mol
Gap between HOMO and LUMO: 8.667 eV
Multiplicity: 1
SMILES: C[C@@H](N)[C@](C)(N)N(C)C

CARTESIAN COORDINATES (ANGSTROEM)
C -1.64849 0.22214 1.39942
C -1.35289 -0.82890 -0.03010
N -2.23506 -0.47713 -1.10658
C 0.13216 -0.85154 -0.22754
C 0.64427 -0.95884 -1.65461
N 0.70643 -1.88750 0.55998
N 0.62973 0.68571 0.41843
C 0.42024 1.82370 -0.45127
C 1.93342 0.78124 1.03776
H -2.73239 0.12043 1.41607
H -1.44567 1.28716 1.38741
H -1.21565 -0.29022 2.25234
H -1.67433 -1.79528 0.36217
H -2.71552 0.40616 -0.98214
H -1.81989 -0.40139 -2.02535
H 0.34574 -1.92084 -2.07201
H 0.24202 -0.17010 -2.28548
H 1.73185 -0.88599 -1.67127
H 1.71737 -1.89369 0.51772
H 0.41561 -1.84875 1.52776
H 1.18356 1.90196 -1.24246
H 0.45020 2.75472 0.12767
H -0.55753 1.76187 -0.92618
H 2.76337 0.77845 0.30972
H 1.99968 1.71599 1.60574
H 2.08175 -0.02937 1.75278


ORCA calculation (ωB97M-V/def2-TZVPD) on 5 unconnected molecules or ions with the total composition C32H56NO14S.

Highest occupied orbital energy (alpha / beta): -7.78 / -8.99 eV
⟨S²⟩: 0.75
Lowest unoccupied orbital energy (alpha / beta): 0.42 / 0.42 eV
Energy relative to the best compared isomer or geometry (same formula, charge and spin): 0.0 kcal/mol
Gap between HOMO and LUMO (alpha / beta): 8.202 / 9.416 eV
Multiplicity: 2

CARTESIAN COORDINATES (ANGSTROEM)
C 8.52912 1.70943 1.64008
C 9.04207 2.90080 0.80412
C 8.70150 2.71327 -0.67305
C 8.62410 4.26895 1.37093
C 7.21687 4.78022 1.07246
C 7.13853 6.27670 1.41015
C 6.17499 4.02766 1.88860
O 4.85581 4.43090 1.56673
C 4.00570 3.47860 0.95616
S 4.77820 2.78059 -0.55150
C 3.73256 2.32941 1.92475
C 2.47538 1.48217 1.67122
C 2.66855 0.44313 0.55913
C 2.19197 0.69227 2.95349
N 1.30934 2.37684 1.40965
O 0.65636 2.71294 2.45508
C 1.45559 3.45225 0.38342
C 0.27995 4.42286 0.54512
C 1.35346 2.86882 -1.04596
C 2.73389 4.26345 0.65976
H 9.27728 0.92357 1.70166
H 7.63473 1.28463 1.18001
H 8.25120 2.02956 2.64299
H 10.13307 2.88095 0.86843
H 7.65977 2.94014 -0.89193
H 8.86016 1.66818 -0.94575
H 9.35414 3.30800 -1.31112
H 9.32601 5.01813 0.99584
H 8.76526 4.23964 2.45565
H 6.98757 4.68726 0.01103
H 7.71194 6.84614 0.67782
H 6.11040 6.62779 1.36609
H 7.55900 6.47114 2.39705
H 6.34059 4.28876 2.93998
H 6.30435 2.94974 1.80758
H 4.63706 3.84123 -1.35382
H 4.59245 1.65465 1.94671
H 3.66462 2.77993 2.91553
H 2.89761 0.86924 -0.40648
H 1.76877 -0.16781 0.48866
H 3.48343 -0.21666 0.85506
H 2.21747 1.32454 3.83437
H 1.23649 0.17967 2.88650
H 2.97870 -0.05616 3.06045
H 0.34411 5.00926 1.45585
H 0.30363 5.11154 -0.30097
H -0.66193 3.88214 0.50340
H 0.40489 3.16771 -1.48428
H 2.13182 3.26366 -1.69290
H 1.35778 1.78858 -1.06068
H 2.90969 4.91735 -0.19529
H 2.54795 4.91425 1.51406
C -4.74184 -0.09362 -1.66774
C -3.25150 -0.11673 -1.49139
C -2.65283 1.10359 -0.82722
O -1.32432 1.12181 -1.38380
C -1.37014 0.50941 -2.58830
O -0.48005 0.50865 -3.37665
O -2.56197 -0.10120 -2.76341
H -5.07210 -0.93742 -2.27357
H -5.22845 -0.15239 -0.69683
H -5.05695 0.82279 -2.16949
H -2.95043 -1.02916 -0.96966
H -2.60294 1.03772 0.25592
H -3.16626 2.02328 -1.11232
C -2.03612 -4.50685 -1.85034
C -2.92008 -4.51954 -0.63142
C -3.80838 -5.73311 -0.47812
O -4.92760 -5.20406 0.25340
C -5.01154 -3.88176 -0.01913
O -5.92394 -3.18340 0.28149
O -3.91166 -3.46947 -0.69012
H -1.54038 -3.54189 -1.95494
H -1.27808 -5.28563 -1.77252
H -2.62204 -4.68114 -2.75312
H -2.33064 -4.35825 0.27576
H -3.34909 -6.54711 0.07531
H -4.16411 -6.10419 -1.44076
C -5.19396 -9.93508 -0.91789
C -3.92776 -10.00647 -1.73000
C -2.80818 -10.83778 -1.13987
O -1.63894 -10.19440 -1.66754
C -1.95246 -8.90445 -1.92018
O -1.17277 -8.05093 -2.18712
O -3.28962 -8.71487 -1.80931
H -5.88258 -9.20768 -1.34563
H -5.68472 -10.90780 -0.90205
H -4.98046 -9.63059 0.10749
H -4.14286 -10.32488 -2.75364
H -2.82606 -11.88146 -1.44082
H -2.77865 -10.76844 -0.05001
C -10.30255 2.66474 -0.26856
C -9.00558 1.93666 -0.50184
C -8.65611 0.86502 0.50987
O -7.22307 0.87342 0.47231
C -6.82278 2.10208 0.07686
O -5.69921 2.48625 0.10580
O -7.87887 2.82680 -0.35678
H -10.39876 3.50278 -0.95727
H -11.14433 1.99012 -0.42327
H -10.34706 3.05934 0.74704
H -8.96837 1.52928 -1.51616
H -9.02742 -0.12414 0.25696
H -8.97736 1.13405 1.51869